(1)
ORCA calculation (ωB97M-V/def2-TZVPD) on 2 unconnected molecules or ions with the total composition CH3O3.

Structure (XYZ):
```
7
Properties=species:S:1:pos:R:3:nbo_charge:R:1
O 1.13 -1.62 -1.51 -0.993
H 0.37 -1.11 -1.14 0.521
O -0.06 1.28 1.57 -0.760
C -0.53 0.97 0.46 0.637
O -0.71 -0.17 -0.03 -0.836
H -0.97 1.84 -0.11 -0.013
H 0.78 -2.46 -1.83 0.443
```

Properties
HOMO energy: -4.1766 eV
Net charge: -1

---

(2)
ORCA calculation (ωB97M-V/def2-TZVPD) on 2 unconnected molecules or ions with the total composition CH3O3.

Structure (XYZ):
```
7
Properties=species:S:1:pos:R:3:nbo_charge:R:1
O -2.17 0.58 0.41 -0.767
C -1.11 -0.05 0.58 0.642
O 0.03 0.17 0.12 -0.835
H -1.23 -0.97 1.22 -0.014
H 1.71 -0.04 -0.35 0.522
H 2.05 -1.17 -1.27 0.451
O 2.48 -0.41 -0.85 -0.999
```

Properties
HOMO energy: -4.2860 eV
Net charge: -1

---

(3)
ORCA calculation (ωB97M-V/def2-TZVPD) on 2 unconnected molecules or ions with the total composition CH3O3.

Structure (XYZ):
```
7
Properties=species:S:1:pos:R:3:nbo_charge:R:1
O -0.64 1.36 -0.41 -0.764
C -0.76 0.25 -0.97 0.631
O -0.16 -0.83 -0.70 -0.809
H -1.48 0.13 -1.81 0.003
H 0.84 0.28 1.80 0.456
H 0.82 -0.75 0.66 0.505
O 1.38 -0.44 1.43 -1.023
```

Properties
HOMO energy: -4.4549 eV
Net charge: -1

---

(4)
ORCA calculation (ωB97M-V/def2-TZVPD) on 2 unconnected molecules or ions with the total composition CH3O3.

Structure (XYZ):
```
7
Properties=species:S:1:pos:R:3:nbo_charge:R:1
O -1.86 -1.86 -0.67 -0.974
H -1.65 -1.09 -1.22 0.482
O 2.28 1.43 -0.15 -0.765
C 1.23 1.17 0.43 0.627
O 0.32 0.35 0.14 -0.841
H 0.96 1.70 1.39 -0.020
H -1.28 -1.71 0.09 0.491
```

Properties
HOMO energy: -4.0153 eV
Net charge: -1

---

Relative energy table, unit kcal/mol: (1) 4.7; (2) 2.3; (3) 0.0; (4) 6.7

---

(1)
ORCA calculation (ωB97M-V/def2-TZVPD) on 3 unconnected molecules or ions with the total composition C2H10N2O2.

Structure (XYZ):
```
16
Properties=species:S:1:pos:R:3:nbo_charge:R:1
H 1.15 -0.44 -3.29 0.340
N 1.58 0.33 -2.81 -0.739
C 0.93 0.71 -1.78 0.279
N 1.44 1.44 -0.77 -0.610
C 0.50 1.90 0.29 -0.410
H -0.01 0.21 -1.55 0.136
H 2.28 1.94 -0.95 0.397
H 0.13 0.98 0.74 0.206
H -0.28 2.52 -0.16 0.190
H 1.06 2.57 0.93 0.212
O -4.56 0.88 4.24 -0.933
H -5.44 0.85 4.63 0.467
H -4.44 -0.04 3.94 0.466
O 1.18 -4.46 -0.40 -0.929
H 1.86 -4.12 0.19 0.464
H 1.43 -3.97 -1.21 0.465
```

Properties
SMILES string: [H]/N=C/NC.O.O
HOMO energy: -8.9076 eV

---

(2)
ORCA calculation (ωB97M-V/def2-TZVPD) on 3 unconnected molecules or ions with the total composition C2H10N2O2.

Structure (XYZ):
```
16
Properties=species:S:1:pos:R:3:nbo_charge:R:1
H 1.47 -1.74 0.11 0.326
N 0.99 -0.88 -0.12 -0.754
C 0.37 -0.58 0.99 0.279
N -0.47 0.42 1.28 -0.612
C -1.23 0.75 2.47 -0.409
H 0.69 -1.41 1.66 0.153
H -0.80 0.96 0.52 0.417
H -2.30 0.48 2.55 0.192
H -1.21 1.77 2.81 0.202
H -0.63 0.25 3.28 0.201
O 2.18 -1.14 -3.26 -0.935
H 2.33 -1.97 -3.76 0.458
H 1.49 -1.40 -2.67 0.476
O -0.93 1.37 -1.60 -0.951
H -0.59 0.93 -2.34 0.483
H -1.38 2.20 -1.92 0.474
```

Properties
SMILES string: [H]/N=C/NC.O.O
HOMO energy: -8.7751 eV

---

Relative energy table, unit kcal/mol: (1) 0.0; (2) 10.7

---

(1)
ORCA calculation (ωB97M-V/def2-TZVPD) on 3 unconnected molecules or ions with the total composition C2H10N2O2.

Structure (XYZ):
```
16
Properties=species:S:1:pos:R:3:nbo_charge:R:1
H 2.13 -1.95 -0.98 0.335
N 1.76 -1.06 -0.65 -0.760
C 0.63 -1.35 -0.10 0.288
N -0.05 -0.43 0.64 -0.615
C -1.10 -0.88 1.54 -0.405
H 0.20 -2.33 0.12 0.134
H 0.40 0.46 0.49 0.414
H -1.79 -0.03 1.60 0.213
H -0.69 -1.12 2.52 0.189
H -1.66 -1.72 1.14 0.203
O -1.67 0.92 -2.79 -0.945
H -0.96 0.51 -3.29 0.475
H -2.22 1.43 -3.39 0.471
O 1.45 2.25 1.32 -0.936
H 1.83 3.15 1.43 0.470
H 1.72 2.12 0.41 0.469
```

Properties
SMILES string: [H]/N=C/NC.O.O
HOMO energy: -8.3921 eV

---

(2)
ORCA calculation (ωB97M-V/def2-TZVPD) on 3 unconnected molecules or ions with the total composition C2H10N2O2.

Structure (XYZ):
```
16
Properties=species:S:1:pos:R:3:nbo_charge:R:1
C 0.40 -2.03 -0.12 -0.442
N -0.88 -1.27 -0.05 -0.553
C -1.85 -1.20 0.73 0.313
N -1.96 -1.71 2.03 -0.835
H 0.11 -2.86 -0.71 0.223
H 1.29 -1.49 -0.50 0.219
H 0.65 -2.44 0.88 0.161
H -2.72 -0.64 0.44 0.162
H -2.55 -1.19 2.65 0.386
H -1.02 -1.91 2.43 0.377
O 1.58 5.22 -2.42 -0.924
H 2.35 5.53 -2.92 0.459
H 1.59 4.30 -2.74 0.465
O 1.03 0.95 -0.05 -0.950
H 0.30 0.29 -0.14 0.486
H 1.67 0.46 0.48 0.454
```

Properties
SMILES string: C/N=C\N.O.O
HOMO energy: -9.1316 eV

---

(3)
ORCA calculation (ωB97M-V/def2-TZVPD) on 3 unconnected molecules or ions with the total composition C2H10N2O2.

Structure (XYZ):
```
16
Properties=species:S:1:pos:R:3:nbo_charge:R:1
H -1.03 2.55 -1.02 0.338
N -0.81 1.57 -0.95 -0.766
C -1.08 1.17 0.24 0.287
N -1.01 -0.14 0.64 -0.621
C -1.38 -0.43 2.02 -0.403
H -1.41 1.88 0.99 0.142
H -0.50 -0.80 0.07 0.428
H -0.52 -0.59 2.69 0.179
H -1.87 0.44 2.44 0.202
H -1.93 -1.37 2.03 0.206
O 2.00 0.29 -1.66 -0.948
H 1.97 0.97 -1.01 0.476
H 1.39 0.56 -2.32 0.492
O 1.46 -2.05 -0.26 -0.971
H 1.64 -1.15 -0.55 0.494
H 1.81 -2.16 0.63 0.463
```

Properties
SMILES string: [H]/N=C/NC.O.O
HOMO energy: -8.9179 eV

---

Relative energy table, unit kcal/mol: (1) 14.5; (2) 19.9; (3) 0.0